No. 1
Below is 2 unconnected molecules or ions with the total composition C11H18 in a non-equilibrium geometry, with properties calculated with ωB97M-V with the def2-TZVPD basis set.

```
! RIJCOSX wB97M-V def2-TZVPD def2/J DEFGRID3
* xyz 0 1
C 1.2973 -2.1614 -0.2074
C 2.6861 -2.8519 -0.0163
C 0.9906 -1.9009 -1.7349
C 0.1649 -2.9478 0.4117
H 1.3293 -1.1502 0.2880
H 2.8986 -3.4077 -0.9106
H 2.6343 -3.3344 0.9764
H 0.2542 -2.6322 -2.0564
H 0.6460 -0.8484 -1.6760
H 1.8581 -1.9399 -2.3839
H 0.4772 -3.5287 1.2749
H -0.7243 -2.3647 0.5706
H -0.1272 -3.7376 -0.3237
H 3.3939 -2.0670 0.2101
C -3.3323 2.5838 -0.1880
C 0.7807 2.0562 0.9054
C 0.4080 1.9467 -0.4302
C -0.1655 2.4070 1.8660
C -0.9350 2.1548 -0.8014
C -1.4895 2.6235 1.5331
C -1.8448 2.4941 0.1807
H 1.8264 1.9625 1.1629
H 1.0991 1.6190 -1.1922
H 0.2811 2.3758 2.8760
H -1.2554 2.0763 -1.8291
H -2.2347 2.8671 2.2907
H -3.5641 1.6648 -0.7277
H -3.4508 3.4740 -0.8100
H -3.9022 2.5673 0.7415
*
```

Its SMILES is Cc1ccccc1.CC(C)C.

Mulliken atomic charge list, values in e, 8 entries: number 1, C, carries 1.15; number 2, C, carries -1.35; number 3, C, carries -1.08; number 4, C, carries -1.49; number 5, H, carries -0.10; number 6, H, carries 0.36; number 7, H, carries 0.34; number 8, H, carries 0.35


No. 2
Below is 2 unconnected molecules or ions with the total composition C11H18 in a non-equilibrium geometry, with properties calculated with ωB97M-V with the def2-TZVPD basis set.

```
! RIJCOSX wB97M-V def2-TZVPD def2/J DEFGRID3
* xyz 0 1
C -0.6841 -3.2870 2.2990
C 1.1708 -0.2077 1.0696
C 0.3230 -1.3499 1.0495
C 1.5289 0.3519 2.2590
C -0.0438 -1.9355 2.2420
C 1.0566 -0.1877 3.4654
C 0.2954 -1.3197 3.4886
H 1.4681 0.2487 0.1362
H 0.0625 -1.7318 0.0721
H 2.2741 1.1363 2.3147
H 1.5704 0.1883 4.3446
H -1.2703 -3.5327 1.4134
H -1.3201 -3.4330 3.1667
H 0.0357 -1.8307 4.4046
H 0.1041 -4.0417 2.4078
C -0.2376 1.4603 -2.1796
C 0.4018 0.8700 -3.4256
C -0.4589 2.9626 -2.3047
C -1.4739 0.6779 -1.7608
H 0.5357 1.3589 -1.4072
H -0.1543 1.1262 -4.3348
H -1.0870 3.2365 -3.1557
H -0.8553 3.3814 -1.3799
H 0.5030 3.4604 -2.4529
H -2.2480 0.7579 -2.5245
H -1.3418 -0.3404 -1.4116
H 0.3198 -0.2216 -3.3501
H 1.4534 1.0959 -3.5935
H -1.9281 1.1062 -0.8524
*
```

Its SMILES is Cc1ccccc1.CC(C)C.

Mulliken atomic charge list, values in e, 8 entries: number 1, C, carries -1.41; number 2, C, carries -0.29; number 3, C, carries -0.53; number 4, C, carries -0.54; number 5, C, carries 0.93; number 6, C, carries -0.42; number 7, C, carries -0.61; number 8, H, carries 0.41


No. 3
Below is a molecular structure, C11H18Br2Fe2O9 in a non-equilibrium geometry, with properties calculated with ωB97M-V with the def2-TZVPD basis set.

```
! RIJCOSX wB97M-V def2-TZVPD def2/J DEFGRID3
* xyz 0 9
Fe -0.0931 -1.9784 1.3058
Fe -1.6234 0.2804 -0.2477
C -2.2679 -0.7995 2.0805
O -2.3417 0.3775 1.7191
O -2.1154 -1.3814 1.0283
O -1.2700 -1.0746 2.7493
C 0.3757 -0.9757 -1.1111
O 0.5036 -2.1169 -0.6585
O -0.6447 -0.6994 -1.7876
O 0.3451 -0.3102 -0.0593
C 1.9847 0.6262 3.0543
C 2.4771 -0.7988 2.9219
O 1.8897 -1.6322 2.2871
C 3.6718 -1.2248 3.6639
H 1.1951 0.9620 2.3821
H 2.8754 1.2542 3.0340
H 1.5360 0.6319 4.0477
H 3.5163 -1.0373 4.7264
H 4.5221 -0.6243 3.3405
H 3.8374 -2.2818 3.4556
O -1.1876 2.3709 -0.3984
C -0.9875 3.2045 -1.2607
O 0.2277 3.4551 -1.8320
C 1.3548 2.5890 -1.6964
C 2.1191 2.7365 -0.3716
C -2.0648 4.1647 -1.7262
H 2.1010 2.8495 -2.4470
H 1.1552 1.5344 -1.8865
H 2.7238 1.8313 -0.3174
H 1.4055 2.7801 0.4512
H 2.8141 3.5757 -0.3447
H -2.3286 4.0865 -2.7809
H -1.7067 5.1790 -1.5500
H -2.9761 4.0268 -1.1443
Br -2.0987 -4.7654 -0.4506
C -2.7661 -4.6317 -2.3575
C -2.4962 -3.2024 -2.8681
Br -3.1321 -3.0333 -4.7125
H -3.8291 -4.8609 -2.2831
H -2.3113 -5.4612 -2.8990
H -1.4137 -3.0830 -2.9111
H -2.9765 -2.5427 -2.1454
*
```

Mulliken atomic charge list, values in e, 8 entries: number 1, Fe, carries 0.94; number 2, Fe, carries 0.82; number 3, C, carries 1.55; number 4, O, carries -0.82; number 5, O, carries -1.06; number 6, O, carries -0.84; number 7, C, carries 1.41; number 8, O, carries -0.87


No. 4
Below is a molecular structure, C11H18BrCsN2O3Se3Te in a non-equilibrium geometry, with properties calculated with ωB97M-V with the def2-TZVPD basis set.

```
! RIJCOSX wB97M-V def2-TZVPD def2/J DEFGRID3
* xyz -2 1
Cs 1.2518 1.2645 0.4882
N -0.1401 2.9959 2.8649
C -0.8036 4.0365 2.0607
C 0.1821 4.6366 1.0451
C 0.1785 3.8724 -0.2872
O -0.9240 3.7503 -0.8523
O 1.2861 3.3827 -0.6830
H -0.8212 2.4414 3.3700
H 0.4861 3.4109 3.5438
H -1.2452 4.8323 2.6732
H -1.6186 3.5705 1.5093
H 1.1891 4.6604 1.4665
H -0.1256 5.6604 0.8110
Se 4.6055 0.2141 3.4745
Se 3.1420 -1.3984 4.3949
Te 0.9893 -0.0468 3.9946
Se -0.8911 -1.4496 4.9183
C -1.0413 -3.6680 -3.7873
C 0.1546 -2.8311 -3.4176
C 1.3373 -2.8345 -4.1376
C 2.4048 -2.0543 -3.7490
C 2.2363 -1.2706 -2.6101
Br 3.6536 -0.1688 -2.0216
N 1.1329 -1.2461 -1.9065
C 0.1163 -2.0018 -2.2986
H -0.8984 -4.1546 -4.7533
H -1.9449 -3.0593 -3.8466
H -1.2244 -4.4473 -3.0447
H 1.4251 -3.4623 -5.0202
H 3.3374 -2.0368 -4.2938
H -0.7770 -1.9466 -1.6836
C -1.3455 -1.8779 1.0179
C -2.3848 -0.7757 1.1484
O -2.0304 0.1885 2.1122
H -1.6661 -2.6144 0.2675
H -1.1949 -2.3822 1.9753
H -0.3750 -1.4698 0.7243
H -3.3662 -1.2126 1.3772
H -2.4904 -0.2396 0.1991
H -1.7999 -0.2682 2.9557
*
```

Mulliken atomic charge list, values in e, 8 entries: number 1, Cs, carries 0.91; number 2, N, carries -0.31; number 3, C, carries -0.67; number 4, C, carries -0.09; number 5, C, carries 0.25; number 6, O, carries -0.72; number 7, O, carries -0.94; number 8, H, carries 0.19


Relative energy (zero: lowest compared OMol25 entry of this formula, charge and spin) values (in kcal per mole) by entry order: 24.07 11.93 90.43 43.72.